The following is a quantum chemistry calculation of a structure of composition C17H30CeF5NOP2 in a non-equilibrium geometry, from the Open Molecules 2025 dataset.

HOMO-LUMO gap (eV): 7.60
Total energy (a.u.): -2452.78166
HOMO level (eV): -7.516
E_LUMO (eV): 0.09

Atoms and positions in Å:
Ce (-0.0418, -0.2178, 0.0002)
P (2.4395, -0.3408, -0.1670)
P (-2.5224, -0.0907, 0.2117)
N (-0.0833, 0.8384, -1.4413)
H (1.3958, -2.7556, 2.2730)
C (3.2039, -1.8216, -0.9948)
H (4.3076, -1.7656, -1.0185)
H (2.8196, -1.8876, -2.0269)
H (2.8978, -2.7338, -0.4544)
C (3.3800, -0.2915, 1.4262)
H (4.4590, -0.4692, 1.2713)
H (2.9754, -1.0582, 2.1078)
H (3.2319, 0.6978, 1.8895)
C (3.1733, 1.0557, -1.1203)
H (4.2750, 1.0627, -1.0473)
H (2.7633, 1.9992, -0.7246)
H (2.8701, 0.9646, -2.1761)
C (-3.5596, -1.4622, -0.4971)
H (-4.6418, -1.2655, -0.3894)
H (-3.3075, -2.4053, 0.0166)
H (-3.3138, -1.5755, -1.5667)
C (-3.1929, 0.0243, 1.9322)
H (-4.2973, 0.0310, 1.9446)
H (-2.8128, 0.9496, 2.3962)
H (-2.8219, -0.8344, 2.5164)
C (-3.2304, 1.3974, -0.6146)
H (-4.3106, 1.5021, -0.4115)
H (-3.0602, 1.3130, -1.7004)
H (-2.6895, 2.2854, -0.2490)
C (-0.0583, 1.6466, -2.5432)
C (-0.0168, 1.9543, -4.9682)
C (-0.0454, 1.1065, -3.8563)
C (-0.0419, 3.0587, -2.3857)
C (-0.0126, 3.8925, -3.5062)
C (0.0001, 3.3491, -4.8024)
H (-0.0071, 1.5235, -5.9757)
H (-0.0582, 0.0183, -3.9736)
H (-0.0508, 3.4666, -1.3703)
H (0.0007, 4.9796, -3.3691)
H (0.0229, 4.0078, -5.6767)
C (0.3162, -2.8250, 2.0081)
O (-0.0064, -1.7395, 1.1819)
C (0.0935, -4.1401, 1.2494)
H (-0.3423, -4.8982, 1.9246)
H (1.0446, -4.5343, 0.8500)
H (-0.6035, -3.9816, 0.4089)
C (-0.5053, -2.7485, 3.3002)
H (-1.4562, -3.3002, 3.1960)
H (-0.7325, -1.6956, 3.5438)
H (0.0629, -3.1764, 4.1421)
F (-0.8371, 2.5223, 1.6449)
C (0.2216, 1.6439, 1.7801)
F (1.3772, 2.3307, 1.4609)
C (0.3110, 1.1950, 3.2412)
F (-0.8745, 0.6398, 3.6596)
F (1.3159, 0.2689, 3.4097)
F (0.5765, 2.2918, 4.0417)

And the Löwdin charges, in e, turn out to be: 0.522 0.780 0.771 -0.302 0.130 -0.229 0.053 0.049 0.040 -0.226 0.055 0.036 0.046 -0.230 0.054 0.049 0.051 -0.235 0.052 0.044 0.048 -0.226 0.055 0.042 0.040 -0.234 0.053 0.052 0.047 -0.361 -0.106 -0.046 -0.033 -0.098 -0.115 0.098 0.103 0.112 0.101 0.094 -0.486 -0.437 -0.040 0.080 0.075 0.083 -0.041 0.083 0.061 0.088 0.006 -0.426 0.004 -0.489 0.096 0.103 0.105

=====

The following is a quantum chemistry calculation of a cluster of 2 separate species, C17H30N2O3 in total in a non-equilibrium geometry, from the Open Molecules 2025 dataset.

HOMO-LUMO gap (eV): 9.24
Total energy (a.u.): -1000.99851
Relative energy (zero: lowest compared OMol25 entry of this formula, charge and spin) (kJ/mol): 41.6
SMILES: CNC(=O)[C@@H](NC(C)=O)[C@@H](C)O.CC1=CCC(C(C)C)=CC1
HOMO level (eV): -8.640
E_LUMO (eV): 0.60

Atoms and positions in Å:
O (-2.3605, 1.9387, 0.2942)
O (0.9917, -0.6671, 3.8776)
O (1.1872, 2.6841, 2.8893)
C (-1.5258, 1.8205, 1.1766)
C (0.1639, -0.2858, 3.0557)
C (-1.9996, -0.6880, -1.9808)
C (0.4621, -1.9092, -2.7068)
C (-1.9862, -2.0506, -2.1967)
C (0.4611, -0.5505, -2.4396)
N (-1.1280, -0.6339, 3.1420)
N (-0.4697, 1.0316, 0.9524)
C (-1.7564, 2.5458, 2.4874)
C (-3.1479, -2.9058, -1.7675)
C (-0.8045, -2.7092, -2.8654)
C (-0.8563, 0.1950, -2.4097)
C (-1.7112, -1.4232, 4.2254)
C (2.8176, -0.6409, -1.4658)
C (2.3028, 0.8146, -3.4399)
C (1.7408, 0.2155, -2.1508)
C (2.4182, 2.1442, 0.9663)
C (0.6150, 0.5353, 1.8374)
C (1.6979, 1.5816, 2.1884)
H (1.9262, 3.1369, 3.3021)
H (-2.8563, -0.2217, -1.5004)
H (1.3940, -2.4582, -2.7776)
H (-1.7405, -0.3188, 2.4043)
H (-0.4659, 0.6553, 0.0163)
H (-1.2581, 3.5116, 2.4362)
H (-2.8252, 2.7026, 2.6209)
H (-1.3639, 1.9899, 3.3325)
H (-2.8163, -3.6543, -1.0417)
H (-3.9359, -2.3031, -1.3058)
H (-3.5717, -3.4226, -2.6337)
H (-1.0175, -2.8635, -3.9276)
H (-0.6475, -3.6916, -2.4097)
H (-0.7892, 1.0453, -1.7288)
H (-1.0658, 0.5999, -3.4041)
H (-1.5119, -2.4831, 4.0592)
H (-2.7892, -1.2613, 4.2679)
H (-1.2705, -1.1300, 5.1811)
H (2.4163, -1.1205, -0.5681)
H (3.6685, -0.0174, -1.1768)
H (3.1964, -1.4150, -2.1396)
H (2.5596, 0.0232, -4.1519)
H (3.2038, 1.3989, -3.2273)
H (1.5646, 1.4755, -3.9052)
H (1.4953, 1.0350, -1.4715)
H (1.7019, 2.6110, 0.2902)
H (3.1492, 2.8900, 1.2783)
H (2.9458, 1.3435, 0.4583)
H (1.1416, -0.2033, 1.2361)
H (2.4500, 1.1034, 2.8169)

And the Löwdin charges, in e, turn out to be: 0.037 0.058 -0.023 -0.543 -0.455 -0.039 -0.023 -0.279 -0.197 0.025 0.134 0.009 -0.069 -0.153 -0.148 -0.047 -0.084 -0.062 -0.400 -0.030 -0.128 -0.382 0.103 0.101 0.098 0.126 0.104 0.085 0.087 0.066 0.077 0.075 0.079 0.124 0.113 0.086 0.128 0.085 0.085 0.088 0.074 0.070 0.075 0.086 0.079 0.081 0.102 0.083 0.085 0.059 0.149 0.143

=====

The following is a quantum chemistry calculation of a cluster of 2 separate species, C17H30N2OS in total in a non-equilibrium geometry, from the Open Molecules 2025 dataset.

HOMO-LUMO gap (eV): 8.88
Total energy (a.u.): -1248.05501
Relative energy (zero: lowest compared OMol25 entry of this formula, charge and spin) (kJ/mol): 1652.7
HOMO level (eV): -8.334
E_LUMO (eV): 0.55

Atoms and positions in Å:
C (7.0369, 1.4522, -1.1558)
C (5.9467, 0.6378, -0.8691)
C (5.2045, -0.0864, -1.6709)
C (4.0363, -0.8278, -0.9745)
C (3.9443, -0.6176, 0.2089)
S (5.1270, 0.5926, 0.8121)
C (2.8430, -1.0061, 1.5588)
N (1.5518, -0.6040, 0.8211)
C (1.2429, 0.8224, 0.7516)
C (-0.0619, 0.9756, 0.2618)
N (-1.1169, 0.5305, 1.1216)
C (-2.5268, 0.8940, 0.9627)
H (-2.9385, 0.1066, 1.7579)
C (-3.1876, 0.7075, -0.2079)
H (-2.6210, 0.9705, -1.2100)
H (-3.4723, -0.4752, -0.2749)
C (-4.5185, 1.1934, -0.1767)
C (-4.4137, 2.8105, -0.3054)
H (-5.2395, 3.4685, -0.4362)
H (-3.9196, 3.1370, -1.2160)
H (-3.8200, 3.2742, 0.3265)
C (-5.5704, 0.9201, -1.1905)
H (-5.6389, -0.1264, -1.1675)
H (-6.4749, 1.3872, -1.1681)
H (-4.9855, 1.1544, -2.5571)
H (-4.9599, 1.1815, 0.7221)
H (-2.3755, 1.6780, 1.3127)
C (-0.7668, -0.9290, 1.1339)
C (0.5063, -1.2951, 1.9080)
H (0.6122, -0.8535, 2.8780)
H (0.8389, -2.2095, 1.8356)
C (-0.8730, -1.8736, -0.3071)
H (0.1881, -1.7727, -0.6021)
H (-1.5559, -1.4941, -0.8923)
C (-1.3050, -3.3696, -0.0015)
O (-1.2693, -3.8037, -1.1886)
H (-0.4169, -3.9358, -1.8141)
H (-2.2917, -3.3349, 0.6550)
H (-0.6212, -3.7683, 0.7213)
H (-1.6675, -1.3953, 1.9351)
H (-0.0342, 0.6042, -0.6160)
H (-0.4676, 2.1626, 0.5260)
H (1.2578, 1.2345, 1.8701)
H (1.9931, 1.1131, 0.2197)
H (2.9267, -1.8977, 1.4789)
H (3.3106, -0.4383, 2.3378)
H (3.3665, -1.5854, -1.3588)
H (5.3799, -0.4911, -2.6489)
H (7.2471, 1.3914, -2.3953)
H (6.6740, 2.5794, -1.0215)
H (7.8760, 1.2111, -0.6904)

And the Löwdin charges, in e, turn out to be: -0.134 -0.593 -0.101 -0.184 -0.495 0.961 -0.043 -0.104 -0.211 -0.221 -0.122 -0.226 0.182 -0.240 0.183 0.178 -0.448 -0.057 0.066 0.076 0.008 -0.060 0.034 0.027 0.206 0.104 0.007 -0.230 -0.057 0.113 0.043 -0.064 0.100 0.022 -0.390 -0.067 0.213 0.157 0.093 0.172 0.058 0.216 0.175 0.057 -0.010 0.082 0.116 0.099 0.160 0.134 0.014